Record 1
68
Properties=species:S:1:pos:R:3 method="wB97M-V/def2-TZVPD" charge=+3 relative_energy_kj_mol=56.4 energy_ha=-2332.06745 orbital_gap_ev=6.575
La 0.62208 1.41743 -0.80558
P 1.82133 0.43157 1.82055
P 1.08119 -1.43603 -1.49273
P -2.44235 2.12070 1.48765
H -1.30959 -0.04342 -1.08814
C -1.98630 0.83649 -1.27686
C -1.38505 2.17739 -1.60016
H -0.99976 2.23336 -2.63901
C 1.13808 -0.99903 2.75873
C 3.53026 -0.15704 1.48171
C 2.20822 1.60438 3.18556
C 0.39519 -1.91396 -3.12914
C 2.85914 -1.77505 -1.79644
C 0.57960 -2.88171 -0.48804
C -3.73259 3.38308 1.52060
C -0.85276 2.95498 1.25073
C -2.25638 1.26755 3.06790
H -2.65394 0.51558 -2.09146
H -2.07733 2.99462 -1.37472
H 1.71589 -1.18902 3.67717
H 1.15355 -1.90206 2.13270
H 0.09234 -0.79558 3.03324
H 4.13627 -0.06205 2.39405
H 3.98066 0.46714 0.69703
H 3.53460 -1.20203 1.14800
H 3.00412 1.19208 3.82147
H 1.32523 1.81077 3.80365
H 2.56020 2.55350 2.76012
H 0.46617 -3.00460 -3.25562
H 0.97604 -1.41197 -3.91732
H -0.65731 -1.60531 -3.20434
H 3.07970 -2.82023 -1.53785
H 3.48744 -1.11249 -1.18617
H 3.07990 -1.60840 -2.85973
H 0.55374 -3.77782 -1.12324
H -0.42431 -2.71545 -0.07621
H 1.28788 -3.03525 0.33605
H -3.72073 3.90663 2.48714
H -4.72058 2.92248 1.37420
H -3.56094 4.09753 0.70322
H -0.90353 3.84940 1.89264
H -0.66308 3.35518 0.23366
H -0.00749 2.34626 1.63642
H -2.92053 1.72500 3.81866
H -1.20989 1.32986 3.41919
H -2.52013 0.20468 2.94752
C -3.47769 -2.38245 -0.20823
C -4.00163 -3.36964 0.63840
C -3.94189 -4.72590 0.28114
C -3.42855 -5.09305 -0.97236
C -2.89729 -4.10686 -1.81527
C -2.93264 -2.75186 -1.44656
S -3.30416 0.73215 0.18582
H -3.49221 -1.29884 0.10305
H -4.45470 -3.06635 1.58725
H -4.28690 -5.50440 0.97106
H -3.41785 -6.14764 -1.28263
H -2.44366 -4.39391 -2.76586
H -2.54366 -1.99031 -2.12977
C 4.14700 4.01650 -1.28480
C 3.63526 2.77235 -1.90309
N 4.43422 2.08049 -2.71934
O 2.45390 2.32684 -1.68872
H 4.69165 4.60246 -2.03962
H 4.84844 3.77038 -0.47164
H 3.31006 4.60441 -0.89056
H 4.06730 1.26044 -3.19794
H 5.37074 2.41605 -2.89712

Record 2
118
Properties=species:S:1:pos:R:3 method="wB97M-V/def2-TZVPD" charge=-1 multiplicity=2 energy_ha=-2078.27339 orbital_gap_ev="5.602 / 4.763"
C 3.92601 4.90562 -3.65674
C 2.74500 5.22759 -2.72231
C 1.49198 4.44015 -3.12514
O 3.06619 4.97906 -1.32137
H 4.19747 3.85017 -3.63615
H 4.82881 5.42039 -3.32799
H 3.70112 5.26498 -4.66092
H 2.41315 6.24398 -2.93428
H 1.21093 4.61529 -4.16362
H 0.60305 4.82090 -2.62222
H 1.62959 3.38086 -2.90820
C 0.29887 -0.82542 0.80559
C 1.08549 0.08502 -0.08011
C 0.27760 0.47693 -1.36918
O 1.46669 1.25142 0.60805
H 0.94492 -1.28001 1.55663
H -0.07265 -1.68041 0.24073
H -0.57582 -0.39448 1.29275
H 1.95437 -0.50775 -0.36607
H 0.73796 1.34227 -1.84599
H -0.70374 0.75799 -0.98697
H 0.15364 -0.28488 -2.13884
C -4.04943 2.73318 -4.41846
C -3.10658 2.58951 -3.24938
C -1.65913 2.45492 -3.60984
C -1.26173 1.37247 -4.46733
N -0.94165 0.52654 -5.13523
H -3.92359 3.69701 -4.91171
H -5.08750 2.62993 -4.10247
H -3.81860 2.00876 -5.19950
H -3.47437 1.74602 -2.66513
H -3.23258 3.53031 -2.71353
H -1.13146 2.45318 -2.65608
H -1.31940 3.36980 -4.09531
C 4.26754 1.09978 -5.94844
C 2.78755 1.20562 -5.59441
C 2.45695 0.67091 -4.22717
C 3.30561 1.16511 -3.08661
N 3.90782 1.57379 -2.16465
H 4.55387 1.55814 -6.89502
H 4.67863 0.09311 -5.87283
H 4.92114 1.64709 -5.26920
H 2.24022 0.65691 -6.36085
H 2.44185 2.23881 -5.62799
H 2.37493 -0.41598 -4.22000
H 1.46766 1.04780 -3.96763
C 0.48615 2.72117 4.90611
C -0.02843 1.39753 4.55941
C 1.07767 0.41709 4.26034
C 1.97066 0.09524 5.40246
N 2.67300 -0.15272 6.27323
H 0.79643 2.71365 5.95099
H -0.32993 3.42985 4.76506
H 1.35999 2.95549 4.29816
H -0.64602 1.48557 3.66557
H -0.69044 1.01728 5.33739
H 1.70651 0.86517 3.49099
H 0.63940 -0.48325 3.82975
C -1.12704 -4.12945 2.07667
C -0.97649 -4.98394 3.29933
C -1.76926 -4.41609 4.52728
C -1.49933 -2.99747 4.85310
N -1.34486 -1.87808 5.11238
H -2.17360 -4.00184 1.80006
H -0.65362 -4.56579 1.19713
H -0.68968 -3.14853 2.26272
H 0.09221 -5.17031 3.40543
H -1.43155 -5.93208 3.01287
H -1.53736 -4.99197 5.42321
H -2.84274 -4.52292 4.37130
C -1.11209 -3.00621 -2.61358
C -1.00264 -4.12051 -1.55079
C -1.00817 -5.55138 -2.06774
C -0.00141 -5.80207 -3.16835
N 0.67879 -6.04726 -4.08662
H -1.19998 -2.01250 -2.17434
H -2.04635 -3.13549 -3.15996
H -0.27414 -2.99984 -3.31065
H -1.74766 -3.98967 -0.76598
H -0.01185 -3.96998 -1.12208
H -1.96476 -5.94356 -2.41304
H -0.89215 -6.23095 -1.22345
C -2.58745 3.74070 1.94452
C -1.85492 2.95008 0.79458
C -0.68782 3.74520 0.17534
C 0.40597 4.16461 1.05771
N 1.28350 4.50347 1.74589
H -3.00392 4.61044 1.43637
H -1.90323 4.00050 2.75226
H -3.38630 3.16239 2.40874
H -2.54401 2.64236 0.00809
H -1.44838 2.11464 1.36455
H -1.09697 4.62015 -0.32979
H -0.25328 3.16502 -0.63871
C 3.22463 -4.37107 3.59522
C 3.06483 -2.87534 3.27573
C 3.40768 -2.63590 1.78707
C 4.73056 -3.10392 1.42000
N 5.80462 -3.42489 1.13169
H 2.81793 -4.66608 4.56252
H 4.27078 -4.66639 3.67561
H 2.70619 -4.96593 2.84326
H 3.61466 -2.25243 3.98125
H 2.06476 -2.45726 3.39044
H 3.34382 -1.59113 1.48296
H 2.65746 -3.09532 1.14348
C -3.24448 -1.19388 1.28047
C -4.00490 -0.07981 2.00519
C -4.47327 -0.48170 3.42253
C -5.25756 -1.71304 3.43415
N -5.83298 -2.70234 3.38392
H -2.52275 -1.56133 2.00999
H -2.71088 -0.94088 0.36431
H -3.99286 -1.94232 1.01997
H -4.90830 0.24202 1.48713
H -3.30325 0.75350 2.04272
H -5.01453 0.35162 3.87053
H -3.62266 -0.70245 4.06738